Density functional theory data (the ωB97M-V functional and the def2-TZVPD basis) for a gas-phase ion, C8H10NO (charge +1) at a distorted geometry.

Atoms and positions in Å:
C -0.9028 0.6301 2.7722
C -0.6979 0.5313 1.6011
N -0.3362 0.1671 0.1067
C -1.4856 0.2364 -0.6931
C -2.5564 0.1415 -1.2101
O 0.2789 -1.1003 -0.0345
C -0.6147 -2.1387 0.4905
C 0.6860 1.1206 -0.3944
C 2.1784 0.9872 -0.2934
C 1.5048 0.6973 -1.5616
H -0.8182 0.8428 3.7972
H -3.4110 0.1035 -1.8494
H 0.0252 -3.1010 0.4168
H -1.2871 -2.3103 -0.2516
H -1.1176 -2.0462 1.4225
H 0.4672 2.1188 -0.4163
H 2.4786 0.0663 0.3657
H 2.6566 1.9006 -0.1259
H 1.5190 1.4533 -2.3937
H 1.4327 -0.3006 -1.7485

Summary:
orbital gap: 11.427 eV
SMILES: C#C[N+](C#C)(OC)C1CC1
F_max: 4.53 eV/Å
highest occupied orbital energy: -14.99 eV
total charge: +1
LUMO: -3.56 eV
energy relative to the best compared isomer or geometry (same formula, charge and spin): 10.170 eV
calculated total energy: -440.21768 Ha